Entry 1:
Molecular formula: C23H43Br2N2O10PS
Method: DFT, ωB97M-V with the def2-TZVPD basis set

Its total charge is 0. As for the SMILES: COCCC[C@]1(N)[C@@H](CCC(N)=O)[C@@](CCCCCOC(C)=O)([C@@H](Br)[C@@H](C)Br)[C@@](COC)(P(O)O)OS1(=O)=O. As for the HOMO energy: -0.3232 hartree. The orbital gap is 8.523 eV.

Each line ends with the Löwdin charge.
CARTESIAN COORDINATES (ANGSTROEM)
O (1.000, -6.979, 3.512)  -0.040
C (0.727, 5.493, 0.027)  -0.205
H (-1.613, 1.500, 2.810)  0.097
H (-2.842, 0.683, -1.556)  0.116
H (-1.615, -2.160, -1.861)  0.128
H (-3.302, 3.472, -0.653)  0.085
C (-3.077, 3.111, -2.760)  -0.318
C (-0.221, -0.599, 1.758)  -0.126
H (1.385, -2.489, -4.169)  0.066
C (-0.519, 0.589, -1.418)  -0.150
H (-1.282, -0.198, 1.492)  0.116
H (1.218, -4.155, 5.660)  0.093
H (-0.272, 5.023, -2.014)  0.122
Br (2.854, -0.465, -4.323)  0.617
O (1.570, 0.554, 0.659)  -0.292
C (-2.459, -3.122, 1.341)  -0.206
O (-3.035, 4.220, -3.502)  -0.043
O (3.403, 0.896, -1.367)  -0.361
H (2.228, -1.330, -1.685)  0.075
C (0.621, 1.763, -1.651)  -0.386
C (-2.188, 1.821, -3.348)  -0.114
H (-4.351, 2.228, -1.271)  0.078
C (0.547, -5.882, 4.167)  -0.293
H (-2.144, -0.358, -2.896)  0.103
H (-0.217, 0.295, -4.516)  0.055
H (3.700, 5.992, 0.241)  0.110
C (-1.145, -5.189, 2.645)  -0.160
H (-2.851, -2.038, 1.591)  0.102
H (3.194, 7.715, 0.819)  0.104
H (-2.170, -1.134, -0.263)  0.116
H (4.330, -1.981, 1.097)  0.077
Br (1.247, -3.673, -1.878)  0.676
C (1.669, -4.983, 4.949)  -0.026
C (1.117, -1.613, -2.043)  -0.533
H (-0.306, 1.926, 4.097)  0.115
C (-1.310, -3.139, 0.134)  -0.248
O (2.775, 2.743, 0.035)  -0.347
H (2.404, -4.437, 4.205)  0.088
C (-1.885, 0.638, -2.282)  -0.175
C (-1.315, -1.805, -0.760)  -0.154
H (-2.992, 1.374, -4.123)  0.143
H (-0.310, -3.466, 0.634)  0.043
H (0.630, 2.853, -3.510)  0.094
C (0.824, -0.651, 0.449)  -0.447
H (-1.406, -3.037, 3.472)  0.121
H (2.108, 2.250, -3.131)  0.091
C (1.170, -1.433, -3.626)  -0.688
H (-0.996, -1.514, -4.324)  0.094
H (-0.057, -4.941, 2.220)  0.133
O (-0.895, -5.615, 4.064)  -0.125
P (2.084, -1.994, 1.048)  0.992
N (-3.848, 3.118, -1.467)  0.064
C (0.560, 4.542, -1.340)  -0.138
H (0.247, -1.105, -5.666)  0.098
N (1.069, 2.038, -3.031)  0.025
H (-0.343, 5.903, 0.359)  0.138
H (-2.984, -4.051, 3.347)  0.129
H (-3.416, -3.719, 0.954)  0.123
O (2.282, -1.964, 2.785)  -0.331
H (-1.695, -6.031, 2.046)  0.151
S (2.183, 1.414, -0.600)  0.852
H (-1.321, 2.144, -4.059)  0.105
O (0.299, 0.336, 2.811)  -0.245
H (2.847, -1.128, 2.950)  0.092
H (0.244, 2.998, 0.347)  0.125
H (1.130, 4.890, 0.952)  0.111
C (0.027, 3.102, -0.825)  -0.164
H (-1.637, -4.069, -0.543)  0.120
H (2.368, -5.658, 5.642)  0.107
H (-0.938, 0.923, -0.334)  0.138
H (-1.266, 0.328, 4.363)  0.113
O (1.632, 6.633, -0.161)  -0.255
H (-1.166, 3.078, -0.840)  0.103
C (-0.030, -0.854, -4.529)  -0.181
C (-0.804, 1.017, 3.504)  -0.115
H (1.603, 4.418, -1.865)  0.124
O (3.695, -1.530, 0.456)  -0.313
C (0.090, -0.927, -1.008)  -0.274
C (-1.985, -3.789, 2.748)  -0.187
H (2.580, 6.253, 1.831)  0.098
C (2.798, 6.592, 0.733)  -0.129
H (-0.251, -1.661, 2.247)  0.103



Entry 2:
Molecular formula: C23H43Br4Cl9O4
Method: DFT, ωB97M-V with the def2-TZVPD basis set

Its total charge is 0. As for the SMILES: ClC(Cl)Cl.ClC(Cl)Cl.ClC(Cl)Cl.C1CCOC1.C1CCOC1.C1CCOC1.C1CCOC1.BrCCBr.BrCCBr. As for the HOMO energy: -0.3403 hartree. The orbital gap is 9.601 eV.

Each line ends with the Löwdin charge.
CARTESIAN COORDINATES (ANGSTROEM)
H (3.142, 0.392, -2.437)  0.093
C (-5.768, 0.377, 0.811)  -0.225
C (-5.106, -0.383, -1.316)  -0.218
H (4.658, -6.398, 0.250)  0.117
Br (0.287, 0.231, 5.232)  0.611
H (4.169, -2.397, 0.386)  0.043
H (2.838, -6.694, 1.730)  0.111
Br (3.596, -2.190, 3.144)  0.729
H (1.711, -3.894, 1.638)  0.022
H (-5.136, 1.205, 1.173)  0.108
Cl (3.384, 2.560, 3.094)  0.530
C (-1.932, 6.237, 1.043)  -0.174
C (4.008, 0.000, -1.902)  -0.192
Br (-0.149, -2.016, 0.440)  0.726
H (-1.158, 0.738, 1.236)  0.007
H (-1.759, 2.807, -3.362)  -0.026
H (5.542, -1.344, -0.017)  0.125
H (-6.146, -0.110, 1.714)  0.121
H (3.792, -2.792, -2.115)  0.115
Cl (-0.741, 3.154, -5.464)  0.528
H (-2.883, 6.738, 1.237)  0.113
H (-2.608, 5.551, -0.885)  0.117
H (-5.431, 1.791, -1.437)  0.091
H (-0.402, 4.827, -1.485)  0.102
H (-1.409, -0.884, -1.388)  -0.015
H (-6.543, 0.756, -2.389)  0.117
C (4.014, -5.529, 0.392)  -0.208
H (-1.162, 7.773, -0.258)  0.118
H (-1.664, 5.805, 2.012)  0.110
H (-7.372, 1.703, 0.048)  0.116
Cl (1.905, 5.032, 3.197)  0.558
H (-0.067, 4.198, 0.150)  0.053
Cl (0.054, -2.765, -2.971)  0.533
C (-5.984, 0.852, -1.455)  -0.186
H (3.562, -5.202, 2.441)  0.078
H (-2.386, 4.269, 0.312)  0.022
O (-4.930, -0.537, 0.118)  -0.177
H (5.551, -2.899, -1.888)  0.124
H (0.007, 0.040, -0.846)  0.024
Cl (0.436, 2.090, -3.030)  0.534
C (-0.788, 7.146, 0.554)  -0.186
C (-6.818, 0.798, -0.195)  -0.169
C (-1.455, -3.687, -3.242)  -1.469
H (-1.375, -4.138, -4.221)  0.016
H (0.835, -0.908, 3.052)  -0.002
C (1.919, -4.860, -0.411)  -0.212
Br (-2.429, 1.832, -0.621)  0.790
C (-0.511, 5.013, -0.415)  -0.215
H (1.129, -5.535, -0.738)  0.096
H (-2.573, -0.251, 0.819)  0.054
C (4.570, -1.705, -0.358)  -0.202
H (3.459, 0.136, 0.278)  0.103
Cl (-2.844, -2.570, -3.181)  0.530
C (-0.882, -0.494, -0.525)  -0.692
H (2.553, -0.997, -0.677)  0.074
H (-4.183, -0.183, -1.867)  0.057
C (2.647, -1.047, 4.397)  -0.691
O (4.674, -1.065, -2.561)  -0.147
Cl (-1.645, -4.963, -2.048)  0.552
H (2.797, -1.406, 5.409)  0.056
H (2.466, 3.737, 1.299)  0.020
O (0.144, 6.242, -0.056)  -0.157
H (-7.519, -0.041, -0.263)  0.120
H (0.947, -5.438, 1.453)  0.105
H (3.053, -0.043, 4.322)  0.004
C (1.819, -4.858, 1.146)  -0.191
C (2.122, 3.542, 2.306)  -1.500
C (4.680, -2.261, -1.750)  -0.178
H (-5.524, -1.332, -1.652)  0.115
H (4.732, -4.719, 0.577)  0.102
C (-1.050, 2.249, -3.961)  -1.561
C (-1.736, 0.315, 0.422)  -0.602
Cl (-1.766, 0.669, -4.261)  0.522
H (1.838, -3.855, -0.823)  0.048
H (-0.350, 7.667, 1.400)  0.115
C (3.560, -0.593, -0.527)  -0.167
C (-1.980, 5.213, -0.059)  -0.218
C (1.154, -1.081, 4.071)  -0.690
O (3.204, -5.353, -0.764)  -0.137
Cl (0.578, 2.649, 2.244)  0.534
H (4.776, 0.762, -1.738)  0.116
C (3.052, -5.636, 1.581)  -0.170
H (0.798, -2.042, 4.433)  0.053



Entry 3:
Molecular formula: C23H43BrMnNS3Sb
Method: DFT, ωB97M-V with the def2-TZVPD basis set

Its total charge is +2. As for the HOMO energy (spin up / spin down): -0.4974 / -0.5077 hartree. Its expectation value of S² is 8.756. As for the spin multiplicity: 6. The orbital gap (spin up / spin down) is 7.976 / 7.808 eV.

Each line ends with the natural charge from an NBO analysis.
CARTESIAN COORDINATES (ANGSTROEM)
H (-2.286, 1.367, -4.991)  0.217
H (-3.965, 4.153, -0.875)  0.214
H (1.893, -3.315, -1.790)  0.265
H (0.222, 0.501, 3.156)  0.203
H (-1.367, -3.553, 0.235)  0.227
H (-2.857, -1.594, -2.213)  0.260
C (2.220, 2.341, 1.328)  0.011
C (-1.625, -2.767, 0.939)  -0.526
S (-2.000, -1.264, -0.035)  0.215
C (0.213, 2.934, -3.010)  -0.324
H (-0.232, -3.592, 2.351)  0.262
H (2.333, 2.923, -2.628)  0.243
C (1.182, -2.835, -1.118)  -0.529
H (2.801, -2.405, 0.249)  0.257
H (-2.624, 5.196, -1.364)  0.217
C (1.782, -2.791, 0.282)  -0.547
H (1.409, 3.727, -1.360)  0.228
H (-5.401, 1.612, -2.899)  0.241
H (-0.337, 5.026, -2.668)  0.208
C (-3.102, 1.088, -4.328)  -0.636
Br (3.892, 4.568, 1.715)  0.172
H (1.433, 1.951, -1.486)  0.143
H (0.858, 4.780, -3.941)  0.231
H (-0.586, -2.273, -3.386)  0.262
H (0.259, -3.409, -1.141)  0.225
H (-0.970, -0.575, -3.143)  0.259
C (-3.344, 2.122, -3.229)  -0.266
S (0.969, -1.730, 1.494)  0.235
H (-4.530, 3.481, -4.378)  0.239
C (-1.934, -1.921, -1.734)  -0.535
C (-3.586, 3.504, -3.821)  -0.651
C (-4.476, 1.667, -2.314)  -0.644
N (1.323, 1.393, 1.644)  -0.620
H (-3.410, 1.938, 0.517)  0.227
C (-2.994, 4.541, -0.575)  -0.637
C (-2.542, 2.516, 0.842)  -0.601
H (0.067, 3.336, 0.472)  0.164
H (0.743, 0.989, -3.857)  0.200
C (2.285, 3.135, 3.579)  -0.131
C (-0.529, -2.607, 1.989)  -0.549
H (-1.996, -3.002, -1.635)  0.245
H (1.331, 2.378, -4.766)  0.236
Mn (0.090, 0.436, 0.127)  1.153
H (-4.293, 0.672, -1.900)  0.204
H (2.652, 3.826, 4.327)  0.262
C (-0.698, 4.079, 0.244)  -0.617
H (-2.837, 3.103, 1.718)  0.238
C (-1.990, 3.439, -0.243)  -0.326
H (-0.285, 4.785, -0.475)  0.222
C (1.399, 2.892, -2.056)  -0.613
H (-1.787, 1.795, 1.188)  0.141
H (1.823, -3.796, 0.701)  0.263
C (0.927, 1.289, 2.922)  0.046
Sb (-1.543, 2.099, -1.963)  1.069
H (2.565, 2.383, 0.305)  0.226
H (-2.551, -3.056, 1.433)  0.263
H (1.064, 1.994, 4.934)  0.258
H (-4.003, 1.006, -4.945)  0.241
H (-4.661, 2.355, -1.491)  0.216
C (-0.048, 4.363, -3.485)  -0.636
C (1.393, 2.128, 3.913)  -0.210
H (-3.678, 4.278, -3.065)  0.222
H (-0.364, 1.932, -4.871)  0.215
H (-0.891, 4.630, 1.173)  0.230
C (2.704, 3.236, 2.262)  -0.116
H (-2.807, 3.788, -4.525)  0.215
C (0.481, 1.998, -4.188)  -0.637
H (-2.899, 0.095, -3.918)  0.190
C (-0.755, -1.508, -2.628)  -0.550
H (-0.889, -2.041, 2.850)  0.247
H (-0.830, 4.398, -4.241)  0.218
S (0.824, -1.197, -1.825)  0.227
H (-3.159, 5.163, 0.313)  0.229



no.,strongest force on any atom (eV/Å)
1,8.57
2,1.68
3,1.24